No. 1
ORCA calculation (ωB97M-V/def2-TZVPD) on an isolated molecule of C4H4S3 at a distorted geometry.

XYZ file:
```
11
Properties=species:S:1:pos:R:3:lowdin_charge:R:1
S 0.87 -2.19 0.46 0.70
C 0.10 -0.86 0.06 -1.13
S -0.39 -0.57 -1.73 0.84
C -1.02 1.13 -1.26 -0.44
C 0.03 1.48 -0.16 -0.56
S 0.22 1.72 1.66 0.90
C -0.38 0.29 0.79 -0.72
H -2.08 1.13 -0.79 0.11
H -1.03 1.54 -2.27 0.05
H 1.05 1.42 -0.70 0.12
H -1.57 0.25 0.80 0.14
```

As for the SMILES: S=C1SC[C@H]2S[C@H]12. As for the lowest unoccupied orbital energy: -0.38 eV. The calculation puts the HOMO-LUMO gap at 8.36 eV.

No. 2
ORCA calculation (ωB97M-V/def2-TZVPD) on a cluster of 2 separate species, H4N2S2 in total at a distorted geometry.

XYZ file:
```
8
Properties=species:S:1:pos:R:3:lowdin_charge:R:1
N -1.46 1.16 -0.46 -0.55
N 1.49 -1.28 0.17 -0.43
S -2.33 -0.13 -0.02 0.46
S 1.84 0.36 0.04 0.54
H -0.41 1.11 -0.66 -0.05
H -1.96 2.04 -0.38 0.02
H 0.63 -1.43 0.69 0.00
H 2.20 -1.83 0.62 0.01
```

As for the lowest unoccupied orbital energy (alpha / beta): -0.42 / -1.51 eV. The calculation puts the HOMO-LUMO gap (alpha / beta) at 8.18 / 6.58 eV.

No. 3
ORCA calculation (ωB97M-V/def2-TZVPD) on a cluster of 2 separate species, C5H11NO in total at a distorted geometry.

XYZ file:
```
18
Properties=species:S:1:pos:R:3:lowdin_charge:R:1
C 1.79 -2.29 1.29 -0.03
C 1.40 -1.02 1.47 -0.24
C 0.46 -0.31 0.60 -0.18
C -0.60 0.38 1.18 -0.17
N -1.30 1.34 0.54 -0.08
C -1.39 1.95 -0.79 -0.09
H 2.38 -2.72 2.09 0.04
H 1.22 -2.96 0.64 0.06
H 1.99 -0.31 2.09 0.10
H 0.21 -0.75 -0.34 0.06
H -1.21 -0.27 1.99 0.18
H -2.12 1.51 1.05 0.09
H -0.37 2.08 -1.09 0.06
H -1.94 2.98 -0.72 0.11
H -1.97 1.37 -1.64 0.11
O 0.12 -0.13 -2.87 -0.09
H 0.47 -0.40 -2.01 -0.01
H 0.84 -0.46 -3.47 0.06
```

As for the SMILES: C=C/C=C/NC.O. As for the lowest unoccupied orbital energy: 0.68 eV. The calculation puts the HOMO-LUMO gap at 7.78 eV.

No. 4
ORCA calculation (ωB97M-V/def2-TZVPD) on a cluster of 6 separate species, C27H55BO15PS5 in total at a distorted geometry.

XYZ file:
```
104
Properties=species:S:1:pos:R:3:lowdin_charge:R:1
C 4.12 -1.85 -0.26 -0.09
C 3.35 -1.25 -1.63 -0.27
O 2.33 -0.32 -1.19 -0.31
P 0.74 -0.62 -1.79 0.79
O 0.62 -1.59 -3.03 -0.36
C -0.38 -1.38 -0.39 -0.21
C -1.93 -0.82 -0.45 -0.19
B -3.09 -1.99 -0.33 -0.05
C -3.06 -3.45 -1.14 -0.44
O -2.91 -4.62 -0.47 -0.19
O -3.25 -3.43 -2.62 -0.28
O 0.10 0.94 -2.34 -0.28
C 0.03 1.89 -1.23 -0.31
C 1.40 2.76 -0.97 -0.11
H 3.48 -2.76 0.16 0.07
H 5.21 -2.21 -0.57 0.07
H 4.13 -0.96 0.50 0.07
H 2.99 -2.20 -2.21 0.13
H 4.20 -0.65 -2.21 0.10
H -0.40 -2.55 -0.54 0.10
H 0.05 -1.17 0.68 0.06
H -2.05 -0.10 0.50 0.09
H -2.13 -0.15 -1.39 0.10
H -4.06 -1.80 0.34 0.05
H -0.29 1.44 -0.20 0.11
H -0.81 2.69 -1.51 0.12
H 2.19 2.45 -1.78 0.08
H 1.14 3.90 -0.94 0.07
H 1.79 2.46 0.11 0.07
C -6.14 1.14 -3.96 -0.23
C -5.59 2.37 -4.67 -0.23
C -4.84 3.20 -3.63 -0.23
S -4.25 2.05 -2.40 0.68
O -4.93 2.33 -1.15 -0.33
O -2.81 1.94 -2.50 -0.32
C -4.99 0.60 -3.12 -0.22
H -6.51 0.39 -4.67 0.12
H -6.98 1.43 -3.31 0.12
H -4.90 2.06 -5.46 0.12
H -6.39 2.96 -5.14 0.11
H -3.99 3.72 -4.07 0.11
H -5.50 3.92 -3.14 0.10
H -5.32 -0.09 -2.34 0.12
H -4.24 0.12 -3.75 0.12
C -5.41 4.46 2.72 -0.22
C -6.50 5.49 2.39 -0.23
C -5.84 6.59 1.56 -0.23
S -4.47 5.83 0.70 0.67
O -3.24 6.40 1.20 -0.33
O -4.78 5.75 -0.71 -0.33
C -4.67 4.21 1.42 -0.23
H -5.84 3.54 3.13 0.12
H -4.73 4.88 3.47 0.12
H -7.29 5.01 1.80 0.12
H -6.96 5.89 3.29 0.11
H -6.54 7.01 0.83 0.10
H -5.44 7.39 2.19 0.10
H -3.69 3.74 1.56 0.12
H -5.27 3.61 0.73 0.08
C 1.95 0.33 5.11 -0.23
C 1.50 -1.13 5.24 -0.22
C 0.01 -1.18 4.88 -0.22
S -0.27 0.17 3.74 0.68
O -1.15 1.13 4.37 -0.32
O -0.53 -0.37 2.42 -0.34
C 1.39 0.81 3.78 -0.23
H 3.04 0.41 5.15 0.12
H 1.54 0.92 5.93 0.12
H 2.07 -1.75 4.55 0.12
H 1.67 -1.52 6.25 0.12
H -0.25 -2.12 4.40 0.10
H -0.62 -1.02 5.76 0.11
H 1.38 1.90 3.70 0.11
H 1.94 0.38 2.94 0.11
C -0.95 -6.33 1.61 -0.22
C 0.21 -7.33 1.72 -0.23
C 1.48 -6.61 1.25 -0.23
S 1.22 -4.88 1.58 0.66
O 1.17 -4.17 0.32 -0.32
O 2.10 -4.47 2.66 -0.35
C -0.43 -5.04 2.22 -0.23
H -1.84 -6.69 2.12 0.12
H -1.20 -6.18 0.55 0.11
H 0.33 -7.64 2.76 0.11
H 0.02 -8.23 1.13 0.11
H 2.36 -6.96 1.79 0.10
H 1.63 -6.73 0.17 0.11
H -1.03 -4.16 1.94 0.11
H -0.37 -5.11 3.31 0.10
C 8.58 1.17 -3.46 -0.23
C 9.01 1.16 -2.00 -0.22
C 8.18 0.09 -1.28 -0.23
S 7.76 -1.13 -2.52 0.67
O 6.33 -1.11 -2.72 -0.32
O 8.49 -2.35 -2.26 -0.33
C 8.53 -0.28 -3.89 -0.24
H 9.26 1.76 -4.08 0.12
H 7.58 1.62 -3.55 0.12
H 10.08 0.90 -1.93 0.12
H 8.88 2.14 -1.52 0.12
H 8.75 -0.39 -0.48 0.11
H 7.25 0.50 -0.89 0.11
H 7.95 -0.44 -4.80 0.11
H 9.54 -0.69 -4.01 0.11
```

The charge is -1. As for the lowest unoccupied orbital energy: 1.87 eV. The calculation puts the HOMO-LUMO gap at 5.92 eV.

No. 5
ORCA calculation (ωB97M-V/def2-TZVPD) on a cluster of 9 separate species, C13H46N12O9 in total at a distorted geometry.

XYZ file:
```
80
Properties=species:S:1:pos:R:3:lowdin_charge:R:1
C -10.79 14.89 -4.35 -0.10
O -11.60 16.04 -4.47 -0.23
C -10.87 17.19 -4.16 -0.21
C -11.88 18.31 -3.75 -0.36
C -13.00 18.58 -4.86 -0.03
N -11.14 19.56 -3.38 0.03
H -11.40 14.01 -4.72 0.12
H -10.47 14.78 -3.31 0.05
H -9.87 14.95 -4.90 0.08
H -10.15 16.96 -3.35 0.11
H -10.38 17.64 -5.01 0.12
H -12.39 17.92 -2.86 0.12
H -13.82 19.04 -4.31 0.07
H -13.41 17.67 -5.28 0.06
H -12.55 19.21 -5.60 0.06
H -10.68 20.03 -4.18 0.10
H -11.78 20.24 -3.04 0.06
C -13.89 14.09 1.67 -0.07
O -12.66 13.47 2.16 -0.20
C -12.25 13.99 3.39 -0.21
C -10.79 13.49 3.75 -0.43
C -10.18 14.17 4.92 -0.09
N -9.92 13.88 2.59 0.04
H -13.79 15.21 1.66 0.09
H -14.71 13.85 2.32 0.07
H -14.08 13.68 0.68 0.08
H -12.20 15.09 3.36 0.12
H -12.95 13.66 4.19 0.13
H -10.82 12.43 3.96 0.12
H -9.20 13.77 5.13 0.07
H -10.87 14.08 5.80 0.09
H -10.05 15.24 4.68 0.08
H -8.97 13.48 2.77 0.10
H -10.28 13.37 1.78 0.05
N -9.18 10.97 -0.47 0.16
C -9.56 10.59 -1.69 -0.72
N -10.07 11.65 -2.34 0.14
O -9.30 9.56 -2.31 0.02
H -9.02 10.28 0.23 0.10
H -9.41 11.89 -0.13 0.06
H -10.17 12.64 -2.04 0.06
H -10.54 11.37 -3.18 0.09
N -6.61 14.95 -0.91 0.15
C -6.52 15.71 -2.08 -0.71
N -7.41 15.26 -2.97 0.16
O -5.84 16.70 -2.28 0.03
H -7.42 14.34 -0.87 0.08
H -5.71 14.88 -0.49 0.10
H -7.97 14.49 -2.60 0.08
H -7.65 15.76 -3.79 0.10
N -9.95 20.05 -0.51 0.15
C -9.02 19.10 -0.16 -0.65
N -8.59 18.37 -1.21 0.19
O -8.53 18.91 0.98 -0.01
H -10.16 20.21 -1.48 0.06
H -10.03 20.75 0.19 0.10
H -8.28 17.44 -1.07 0.07
H -9.08 18.51 -2.08 0.07
N -14.33 15.18 -3.91 0.19
C -14.19 14.05 -3.28 -0.72
N -15.28 13.30 -3.43 0.16
O -13.22 13.77 -2.57 0.02
H -13.39 15.53 -4.07 0.07
H -14.94 15.22 -4.70 0.11
H -15.30 12.58 -2.73 0.11
H -16.17 13.77 -3.56 0.11
N -11.50 15.65 -1.20 0.18
C -10.43 15.21 -0.45 -0.64
N -9.81 16.12 0.35 0.17
O -9.95 14.12 -0.73 -0.03
H -12.16 16.34 -0.89 0.06
H -12.02 14.95 -1.78 0.07
H -8.94 15.90 0.85 0.08
H -10.43 16.77 0.82 0.09
O -12.44 18.13 0.07 -0.06
H -12.90 18.42 0.86 0.05
H -11.67 18.74 0.04 0.02
O -8.22 16.75 2.84 -0.08
H -7.41 17.07 3.22 0.04
H -8.68 17.55 2.52 0.01
```

As for the SMILES: COC[C@H](C)N.COC[C@H](C)N.NC(N)=O.NC(N)=O.NC(N)=O.NC(N)=O.NC(N)=O.O.O. As for the lowest unoccupied orbital energy: 0.10 eV. The calculation puts the HOMO-LUMO gap at 9.01 eV.

Asked for DFT total energy across the records above, the calculation gives -1349.24444; -908.20122; -326.96319; -4547.40804; -1857.30278 Ha in order.
Asked for ΔE to the lowest compared entry with this formula, charge and spin across the records above, the calculation gives 287.6; 131.0; 441.5; 0.0; 0.0 kJ/mol in order.